15
Properties=species:S:1:pos:R:3:forces:R:3 method="wB97M-V/def2-TZVPD" orbital_gap_ev="6.17 / 8.04" e_above_lowest_kj_mol=409.1
C 2.613054 0.095713 -0.078820 1.299 -1.770 -0.790
C -1.300033 -1.620809 0.477147 -0.455 -1.604 -1.004
N -2.132784 0.586381 -1.404965 0.732 2.084 -0.010
O -0.959371 2.132854 0.674969 -2.756 0.260 -0.861
O 1.573235 0.877999 0.233753 -2.085 1.658 0.621
O -1.367504 -0.258776 0.930352 0.072 0.101 -0.707
P -1.223810 0.850055 -0.171810 1.929 -1.056 0.523
H 2.437700 -0.286227 -1.111589 0.525 -0.048 0.168
H 2.624450 -0.865078 0.577507 0.623 1.375 -0.708
H 3.686029 0.634799 -0.150559 -2.177 -0.949 0.503
H -0.536817 -1.803213 -0.386276 -1.499 0.669 1.405
H -2.373465 -1.998835 0.180277 2.235 0.736 0.546
H -0.903561 -2.135970 1.359049 -0.373 -0.229 -0.363
H -2.052277 1.425056 -2.037183 -0.277 -1.154 0.423
H -0.084847 2.366058 0.908150 2.208 -0.072 0.255



13
Properties=species:S:1:pos:R:3:forces:R:3 method="wB97M-V/def2-TZVPD" orbital_gap_ev=7.03 e_above_lowest_kj_mol=49.4 total_charge=-1
C 0.387694 1.892014 0.327950 -0.308 0.204 0.335
S 1.664740 1.257634 -0.784298 0.343 -0.024 -0.140
H -0.613788 1.687442 -0.071728 0.010 -0.064 0.196
H 0.465931 1.478409 1.340814 -0.109 -0.246 -0.147
H 0.433673 2.972419 0.490584 0.136 0.121 -0.266
N -0.701825 -1.181805 -1.121990 -0.153 0.391 -1.119
C -0.505471 -1.449424 0.281900 0.426 -0.747 0.627
O 0.851648 -1.502061 0.651328 0.187 0.377 -0.224
H -1.467232 -0.540359 -1.294056 -0.383 -0.187 0.393
H 0.059368 -0.612705 -1.502702 0.433 -0.249 0.446
H -1.092224 -0.780755 0.932910 0.169 0.251 -0.093
H -0.824734 -2.473567 0.518558 -0.408 0.088 -0.121
H 1.342222 -0.747242 0.230728 -0.343 0.085 0.114



12
Properties=species:S:1:pos:R:3:forces:R:3 method="wB97M-V/def2-TZVPD" orbital_gap_ev=6.35 e_above_lowest_kj_mol=48.7 total_charge=-1
S -2.453683 0.412744 -1.045064 -0.072 -0.019 0.024
H -3.499774 0.882871 -1.744072 0.075 -0.013 -0.049
C 2.686417 0.150175 1.354634 1.116 -0.794 0.821
C 1.821459 -0.500712 0.286646 0.562 2.120 -2.102
N 0.406205 -0.521967 0.539474 0.721 -0.795 0.931
H 2.196379 0.934495 1.921682 -0.375 0.064 -0.149
H 3.611894 0.596445 0.920182 -0.525 -0.423 0.184
H 3.010430 -0.624231 2.087791 -0.072 0.535 -0.206
H 2.369939 -1.355791 -0.149700 -0.624 -0.606 0.645
H 1.939054 0.170323 -0.581905 -0.199 0.108 0.121
H 0.132239 -1.405746 0.936761 -0.574 0.075 -0.167
H -0.196426 -0.195314 -0.205735 -0.034 -0.253 -0.052